[1]
Below is a 2-piece molecular cluster, C5H12O overall in a non-equilibrium geometry, with properties calculated with ωB97M-V/def2-TZVPD.

Calculated values
Molecular weight   88.150 g/mol
SMILES   C=CCCC.O
2S+1   1
Orbital gap   10.5 eV
Total energy   -272.8955 Eh
LUMO level   0.85 eV
Total charge   0
E_HOMO   -9.619 eV

Geometry as XYZ:
```
18
Properties=species:S:1:pos:R:3:forces:R:3
H 0.2190 -0.2166 -3.6436 0.54 -0.54 0.49
H -0.9009 -0.4045 3.7737 0.02 -0.34 -0.01
H -1.3809 -0.4696 -3.2625 -0.51 0.59 0.53
H -1.3584 -0.2776 0.0992 -0.12 0.25 -0.35
H -0.9128 -1.9231 -1.7365 0.18 -0.62 0.66
H 0.0646 1.7277 0.0957 0.03 0.12 0.14
C -0.3287 -0.4603 -0.1970 1.11 -0.23 -0.43
C -0.1603 -1.1594 -1.5658 -0.82 0.46 -1.16
C 0.5489 0.7943 -0.1563 -0.53 -0.60 0.39
H -1.2509 0.1767 5.1746 0.26 0.11 -1.06
O -1.0287 0.4152 4.2474 -0.28 0.24 1.06
C 1.8499 0.7721 -0.3849 0.53 0.30 -0.05
H 2.4015 -0.1058 -0.7009 -0.20 -0.22 0.14
H 2.4744 1.6515 -0.2721 -0.22 0.12 -0.10
C -0.4469 -0.2077 -2.7707 0.84 -0.16 -0.14
H -0.3174 0.7993 -2.3984 -0.79 0.47 -0.25
H 0.8280 -1.6067 -1.6347 0.02 -0.03 0.05
H 0.0633 -1.1612 0.5470 -0.07 0.07 0.10
```
Positions in Å, forces in eV/Å.

And the Löwdin charges, in e, turn out to be: atom 1 (H): 0.07, atom 2 (H): 0.02, atom 3 (H): 0.06, atom 4 (H): 0.10, atom 5 (H): 0.09, atom 6 (H): 0.10, atom 7 (C): -0.21, atom 8 (C): -0.25, atom 9 (C): -0.20, atom 10 (H): 0.05, atom 11 (O): -0.07, atom 12 (C): -0.01, atom 13 (H): 0.06, atom 14 (H): 0.05, atom 15 (C): -0.10, atom 16 (H): 0.05, atom 17 (H): 0.09, atom 18 (H): 0.10

[2]
Below is a 2-piece molecular cluster, C5H12O2 overall, with properties calculated with ωB97M-V/def2-TZVPD.

Calculated values
Molecular weight   104.149 g/mol
SMILES   CCCCC=O.O
2S+1   1
Orbital gap   10.8 eV
Total energy   -348.1730 Eh
LUMO level   0.81 eV
Total charge   0
E_HOMO   -10.018 eV

Geometry as XYZ:
```
19
Properties=species:S:1:pos:R:3:forces:R:3
O -0.4293 1.7681 0.5881 0.12 -0.04 0.14
H 0.0804 -0.9783 -2.5820 0.01 -0.04 0.12
C -1.5340 -0.2902 -0.0530 0.00 -0.14 0.24
H 1.3450 0.1682 -0.0465 0.19 -0.13 -0.08
H 1.6424 -0.2200 -2.6212 0.13 0.18 0.09
H -2.4140 1.5535 0.7815 0.11 0.06 -0.09
C -1.4357 1.1183 0.4765 -0.36 -0.14 -0.13
H 1.0144 0.9558 2.3026 0.03 0.16 -0.12
H -1.7996 -0.2436 -1.1164 -0.16 0.20 0.10
H 1.7016 -1.4823 -0.5562 0.20 -0.15 0.03
H -2.3887 -0.7476 0.4664 0.10 0.04 -0.22
O 1.7736 1.2313 2.8273 -0.08 0.14 0.26
H 1.4907 2.0541 3.2517 0.08 -0.26 -0.20
C 0.9616 -0.6916 -0.5990 -0.19 0.42 -0.17
C -0.2997 -1.1776 0.1032 0.04 0.25 0.50
H -0.0755 -1.2935 1.1728 -0.08 -0.04 -0.13
C 0.7210 -0.2681 -2.0454 -0.24 -0.21 -0.18
H -0.5793 -2.1606 -0.2581 0.00 -0.30 -0.13
H 0.2251 0.7041 -2.0922 0.11 0.00 -0.03
```
Positions in Å, forces in eV/Å.

And the Löwdin charges, in e, turn out to be: atom 1 (O): 0.05, atom 2 (H): 0.08, atom 3 (C): -0.17, atom 4 (H): 0.09, atom 5 (H): 0.07, atom 6 (H): 0.12, atom 7 (C): -0.25, atom 8 (H): -0.01, atom 9 (H): 0.12, atom 10 (H): 0.10, atom 11 (H): 0.11, atom 12 (O): -0.06, atom 13 (H): 0.04, atom 14 (C): -0.26, atom 15 (C): -0.22, atom 16 (H): 0.11, atom 17 (C): -0.11, atom 18 (H): 0.11, atom 19 (H): 0.07

[3]
Below is one molecule with the formula C5H12O2, with properties calculated with ωB97M-V/def2-TZVPD.

Calculated values
Molecular weight   104.149 g/mol
SMILES   CCOCCOC
2S+1   1
Orbital gap   10.6 eV
Total energy   -348.1227 Eh
LUMO level   1.05 eV
Total charge   0
E_HOMO   -9.549 eV

Geometry as XYZ:
```
19
Properties=species:S:1:pos:R:3:forces:R:3
H -1.7219 -0.3263 1.3349 0.00 -0.67 0.40
H 0.2883 -0.4719 -1.2894 0.02 0.03 0.08
H -3.1762 -0.2674 0.3835 0.19 0.40 0.10
H 3.1738 -2.5731 -0.7757 -0.07 0.07 -0.11
H 1.6816 0.6214 -1.2368 -0.28 0.12 0.33
O -0.4635 1.6095 0.2973 0.85 -0.12 -0.03
O 1.9077 -1.1244 -0.1792 -0.09 0.04 0.17
H -0.0557 -0.2239 1.1712 0.08 -0.33 0.10
C 0.4352 0.5631 0.6172 0.18 0.03 -0.23
H -2.2761 1.7216 -0.5734 -0.05 0.10 0.31
H 3.1871 -1.1309 -1.8283 -0.12 -0.05 0.17
C 2.5484 -1.8010 -1.2287 0.15 -0.14 -0.22
H 1.8266 -2.2753 -1.9133 0.06 0.07 0.16
C -1.8816 1.5605 0.4398 -0.81 0.01 0.02
C 1.0784 -0.0776 -0.6293 -0.26 0.17 -0.08
C -2.5385 0.3141 1.0650 0.04 0.10 0.03
H 1.2338 0.9344 1.2797 -0.26 0.16 -0.27
H -2.1418 2.4182 1.0743 0.05 -0.02 -0.35
H -3.1058 0.5290 1.9911 0.31 0.02 -0.58
```
Positions in Å, forces in eV/Å.

And the Löwdin charges, in e, turn out to be: atom 1 (H): 0.03, atom 2 (H): 0.13, atom 3 (H): 0.08, atom 4 (H): 0.09, atom 5 (H): 0.13, atom 6 (O): -0.15, atom 7 (O): -0.19, atom 8 (H): 0.09, atom 9 (C): -0.19, atom 10 (H): 0.11, atom 11 (H): 0.09, atom 12 (C): -0.12, atom 13 (H): 0.09, atom 14 (C): -0.24, atom 15 (C): -0.20, atom 16 (C): -0.07, atom 17 (H): 0.13, atom 18 (H): 0.11, atom 19 (H): 0.08

The lowest orbital gap belongs to which entry? C5H12O